1.
ORCA calculation (ωB97M-V with the def2-TZVPD basis set) on the molecule C16H19BrN2O3.

```
41
Properties=species:S:1:pos:R:3:forces:R:3
C 3.58944 -3.94601 1.88577 -1.153 -0.556 -0.964
H 4.63634 -3.68069 1.91439 0.126 -0.037 0.812
O 3.01387 -2.82312 0.97546 -0.683 -0.293 3.363
C 2.37806 -1.77627 1.75798 2.263 0.399 0.531
C 1.20346 -1.22614 1.26031 5.984 -12.303 -7.708
C 0.46809 -0.39969 1.79603 -6.491 5.990 3.046
C 0.86979 0.16518 3.02882 4.568 -1.682 -2.912
C 2.23520 0.00815 3.43457 -4.320 -4.929 -6.140
C 2.97113 -1.06613 2.89956 -3.736 -0.071 -2.744
Br 4.51778 -1.42312 3.72494 2.360 -0.674 0.841
H 2.63322 0.31955 4.22132 2.828 3.705 6.643
O 0.26098 1.24829 3.20032 -6.791 6.028 2.126
C -0.98213 1.39347 2.43162 8.219 -10.810 -6.016
C -0.73101 0.20442 1.28531 1.785 6.638 9.100
C -1.64400 0.03316 0.28875 -10.274 -3.657 7.914
O -2.92361 -0.36258 0.64164 4.140 2.634 -0.761
N -1.34122 -0.19879 -0.84899 5.812 0.221 -9.069
C 0.00280 0.22978 -1.35660 -4.313 1.919 -2.522
H 0.69092 0.62462 -0.75930 2.032 1.341 3.705
C -0.23177 1.35427 -2.34829 3.640 5.644 1.556
N -0.98129 1.14136 -3.43915 -5.055 -9.078 3.236
C -1.17467 1.92320 -4.40137 -1.603 8.952 -7.234
H -1.79187 1.65967 -5.33288 0.633 -0.253 1.790
H -0.26502 2.23105 -4.78135 2.423 0.442 -1.418
H -1.49891 3.15027 -4.18352 -0.272 -2.520 0.258
C -2.37676 0.62454 -3.02617 3.617 -2.782 2.497
C -2.19863 -0.50930 -1.90707 8.370 0.746 -6.912
H -2.97401 -0.97209 -1.75096 -8.497 -3.772 2.854
H -1.66430 -1.51131 -2.51291 -0.796 2.804 1.338
H -3.03417 0.26647 -3.78154 0.068 -0.180 -0.974
H -2.79849 1.38179 -2.49031 -1.619 2.647 1.185
H 0.81396 1.94948 -2.73385 -2.265 -2.128 1.052
H -0.68736 2.27171 -1.80759 0.342 -0.899 0.118
H 0.52077 -0.42623 -1.90291 1.307 -3.731 -1.802
C -2.06320 2.18580 2.58396 -0.357 -8.617 -9.774
H -2.24755 2.14015 3.39767 -5.219 0.311 18.001
H -2.84278 1.96463 1.90904 -1.209 -1.911 -0.368
H -1.90092 2.92793 2.18321 3.262 14.742 -5.581
H 0.91792 -2.02783 0.28515 0.344 2.943 2.504
H 3.59050 -4.98254 1.33406 -0.659 2.182 0.708
H 3.03944 -4.06710 2.92485 1.187 0.594 -2.278
```
Positions in Å, forces in eV/Å.

- Highest occupied orbital energy: -7.78 eV
- Largest force on an atom: 0.3645 hartree/bohr
- SMILES: COc1cc2c(C(=O)N3CCN(C)CC3)c(C)oc2cc1Br
- Kohn-Sham gap: 7.97 eV
- 2S+1: 1
- Lowest unoccupied orbital energy: 0.1820 eV

2.
ORCA calculation (ωB97M-V with the def2-TZVPD basis set) on the molecule C16H19Cl2N3OS2.

```
43
Properties=species:S:1:pos:R:3:forces:R:3
S 0.41909 -4.07602 1.73917 -0.291 0.205 0.490
Cl 1.39410 -1.89364 -2.46352 -0.041 -0.227 -0.084
Cl 2.72801 2.59181 -4.95276 0.220 0.759 -0.587
N -0.49717 0.91232 2.47783 1.684 0.672 -0.414
O 0.59194 -2.17325 3.46673 -0.951 1.083 -0.889
S 2.62922 2.47164 0.48586 -0.357 0.099 1.174
C -0.03430 -2.56905 2.28845 0.626 -0.398 -1.408
C 0.54404 0.27039 2.99493 0.472 -0.232 -0.223
C 1.43939 1.59629 1.48776 -0.459 0.945 -1.175
C 0.06468 1.74714 1.53363 -0.293 1.040 -0.361
C 2.03284 0.47826 -3.56367 0.121 -0.356 -0.400
C 2.16394 0.31682 -1.14338 -0.603 -0.699 0.383
C 2.75856 2.37843 -2.24503 -0.269 0.690 0.163
C 1.90679 -0.25072 -2.40437 0.127 0.369 0.951
C 2.50243 1.78198 -3.47752 -0.042 -0.573 1.151
C 2.49867 1.65904 -1.04750 0.236 -0.301 -1.742
N -0.82768 -1.75313 1.50420 0.980 -0.637 1.393
N 1.74959 0.64040 2.39446 -0.475 -1.733 1.825
C 0.32403 -0.84379 4.00237 -0.585 0.121 -1.254
C -1.37233 -2.20730 0.21408 0.543 0.718 -0.241
C 3.06991 0.03879 2.66600 -0.156 -0.376 0.018
C -1.50307 1.95553 -0.40967 -0.002 -1.407 -0.051
C -1.78142 3.48265 1.56595 -0.739 0.115 -1.495
C -0.77782 2.70030 0.70208 0.217 0.072 0.179
H 1.82627 0.03617 -4.54152 0.037 0.126 0.431
H 2.00506 -0.29222 -0.22049 0.128 0.529 -0.992
H 3.06867 3.44490 -2.24183 -0.245 -0.893 0.199
H -0.83285 -0.76528 1.73440 -0.526 -0.187 -0.196
H -0.72801 -0.81801 4.31560 0.238 0.265 -0.158
H 0.92976 -0.66422 4.86809 0.554 -0.525 0.428
H -0.60624 -2.70236 -0.39289 -0.093 -0.018 0.358
H -1.73059 -1.35162 -0.38910 0.186 -0.117 0.678
H -2.19955 -2.87732 0.35913 -0.283 -0.422 0.142
H 3.82194 0.42745 1.99756 -0.044 0.605 -0.243
H 3.09084 -1.04048 2.45478 -0.483 0.242 0.369
H 3.39653 0.24434 3.68906 -0.200 -0.115 -0.126
H -2.28602 1.24159 -0.03201 0.745 0.627 -0.150
H -0.79950 1.37973 -1.05504 -0.387 0.327 0.453
H -1.99566 2.67197 -1.03310 -0.434 0.413 -0.497
H -1.27362 4.12461 2.24288 0.458 0.441 0.843
H -2.36181 4.16778 0.88192 0.347 -0.773 0.695
H -2.47111 2.82122 2.10419 0.185 0.165 -0.145
H -0.12296 3.45146 0.19691 -0.148 -0.639 0.508
```
Positions in Å, forces in eV/Å.

- Highest occupied orbital energy: -8.07 eV
- Largest force on an atom: 0.0498 hartree/bohr
- SMILES: CNC(=S)OCc1nc(C(C)C)c(Sc2cc(Cl)cc(Cl)c2)n1C
- Kohn-Sham gap: 8.46 eV
- 2S+1: 1
- Lowest unoccupied orbital energy: 0.3967 eV

3.
ORCA calculation (ωB97M-V with the def2-TZVPD basis set) on a structure of composition C16H19Cl3N2O2PPdSe2.

```
46
Properties=species:S:1:pos:R:3:forces:R:3
Pd 1.15412 -1.14211 -1.07843 -1.194 0.222 -0.080
Se 0.56692 -1.32934 1.37338 0.061 0.332 -0.943
P 0.65699 0.82964 1.12692 0.048 0.390 0.395
Se 0.76094 1.30747 -1.00082 0.171 -0.549 0.276
C 2.14308 1.51301 1.89943 0.104 -0.100 0.102
C 3.00850 0.70791 2.63332 -0.006 0.124 0.075
C 4.15700 1.25647 3.19392 -0.058 -0.031 -0.028
C 4.43736 2.60264 3.02696 0.001 -0.006 0.003
C 3.57578 3.40730 2.29004 -0.001 0.016 -0.004
C 2.43822 2.86509 1.71973 0.030 -0.002 -0.012
C -0.78061 1.62711 1.87908 -0.107 0.029 0.001
C -0.99439 2.98776 1.65495 -0.017 0.020 -0.049
C -2.08234 3.62399 2.22641 -0.008 0.020 0.009
C -2.97361 2.90560 3.01489 0.010 -0.040 0.004
C -2.77280 1.55043 3.23047 0.061 -0.015 -0.037
C -1.67716 0.90784 2.66346 0.014 0.092 0.082
H 2.78889 -0.34149 2.77044 0.007 -0.030 -0.020
H 4.83202 0.62523 3.75752 -0.028 0.016 -0.007
H 5.33176 3.02813 3.46427 -0.025 -0.011 -0.013
H 3.79823 4.45751 2.15047 -0.005 -0.030 -0.001
H 1.79695 3.49440 1.11576 0.045 -0.013 0.013
H -0.32188 3.55424 1.02127 -0.056 -0.030 0.020
H -2.23648 4.68211 2.05611 -0.003 -0.038 -0.004
H -3.82591 3.40476 3.45853 0.026 -0.016 -0.009
H -3.46636 0.98709 3.84177 0.024 0.019 -0.009
H -1.52022 -0.14817 2.84300 -0.009 0.001 -0.034
Cl 3.32499 -2.58065 -0.87710 0.804 -0.625 -0.304
C 2.75667 -3.03068 -2.52083 0.066 0.016 0.311
Cl 2.29841 -1.45722 -3.34858 -0.005 0.062 0.170
Cl 3.99079 -3.83976 -3.41321 -0.011 0.043 -0.043
C 1.39654 -3.83404 -2.39193 -0.141 0.320 0.077
O 1.31308 -4.87767 -2.99144 -0.198 -0.043 0.034
O 0.52704 -3.20330 -1.69440 0.609 -0.080 0.144
N -3.33261 -2.68802 -4.42736 -0.026 -0.008 0.069
C -3.29635 -2.10382 -3.02463 -0.056 -0.039 0.002
C -1.85662 -1.74897 -2.69149 0.169 0.073 0.124
N -1.63967 -1.28933 -1.34390 -0.399 -0.148 -0.167
H -4.27362 -2.95317 -4.71922 -0.020 -0.004 0.012
H -2.73847 -3.51988 -4.47633 0.018 -0.006 0.028
H -2.96825 -2.01797 -5.10688 0.009 0.024 0.001
H -3.68404 -2.86633 -2.35290 -0.027 -0.051 -0.025
H -3.95856 -1.24087 -3.00917 -0.051 -0.002 -0.088
H -1.50047 -0.98442 -3.39207 -0.003 0.010 -0.006
H -1.23286 -2.63825 -2.81788 0.071 0.034 -0.055
H -1.75598 -2.02244 -0.65723 0.086 -0.004 0.037
H -2.16497 -0.46788 -1.07623 0.022 0.058 -0.051
```
Positions in Å, forces in eV/Å.

- Highest occupied orbital energy (alpha / beta): -10.68 / -10.78 eV
- Largest force on an atom: 0.0237 hartree/bohr
- Charge: +1
- Kohn-Sham gap (alpha / beta): 6.76 / 6.73 eV
- 2S+1: 1
- Lowest unoccupied orbital energy (alpha / beta): -3.9287 / -4.0549 eV

> The highest largest force on an atom belongs to which entry?

C16H19BrN2O3

> Which value of 2S+1 does entry 3 give?

1

> Look up the 2S+1 of the third one.

1